Entry 1:
37
Properties=species:S:1:pos:R:3:forces:R:3:nbo_charge:R:1 method="wB97M-V/def2-TZVPD" orbital_gap_ev=8.5918 homo_energy_ev=-2.64 lumo_ev=5.952 max_force_ev_per_a=11.072 charge=-3 e_above_lowest_kj_mol=490.5
K -0.3336 -0.7257 0.4348 0.429 0.482 -0.147 0.96
N -0.6338 3.9996 -2.1322 5.103 0.935 -1.871 -1.11
S -1.3547 2.7245 -1.8371 -5.853 -6.120 0.675 2.45
O -0.8375 1.9566 -0.7224 0.809 -0.163 -0.590 -0.99
O -1.9826 1.9219 -2.9100 1.903 1.694 1.331 -0.93
F -2.6260 3.3506 -1.2052 -0.996 1.139 0.551 -0.51
S 0.8929 3.2920 -2.5948 1.437 2.286 0.790 2.37
O 0.8029 2.2550 -3.5680 -0.013 0.042 0.439 -0.88
O 1.9058 3.1945 -1.5279 -2.383 0.700 -2.291 -0.87
F 1.2821 4.5866 -3.5213 0.221 -0.577 0.894 -0.52
N -2.9381 -1.0877 0.1115 -2.134 -5.045 -2.309 -1.10
S -4.0083 -2.2183 -0.7138 0.379 -1.562 -1.568 2.32
O -4.3935 -1.7973 -2.0875 0.886 -1.383 3.580 -0.86
O -4.9540 -2.9440 0.1375 1.152 1.625 -1.376 -0.90
F -2.8795 -3.3165 -0.8936 0.256 0.069 -0.373 -0.50
S -4.0309 -0.0376 0.2403 -1.403 8.471 1.819 2.38
O -5.0164 -0.1762 1.3236 1.122 -0.377 -2.208 -0.91
O -4.3495 0.7202 -0.9765 -0.732 -2.023 1.780 -0.89
F -2.9902 1.0233 0.8640 -0.106 -0.079 0.733 -0.53
N -0.7051 -0.7505 3.4235 5.234 -4.394 -3.493 -1.07
S 0.9399 -1.1859 3.7426 1.814 -5.684 -3.692 2.32
O 1.7534 -0.7839 4.8610 -1.181 0.704 -0.970 -0.85
O 1.6100 -1.5187 2.4569 -1.642 1.911 2.385 -0.91
F 0.5960 -2.7286 4.2071 -0.143 0.839 0.049 -0.53
S -0.8180 0.1097 4.5987 -5.590 7.959 5.291 2.42
O -0.0126 1.3326 4.5077 0.002 -1.907 1.458 -0.92
O -1.2838 -0.5287 5.8285 1.914 0.749 -0.866 -0.92
F -2.2078 0.7756 4.1343 -0.489 -0.196 0.027 -0.53
N 4.6331 -0.3091 -1.4110 -3.246 -2.678 2.694 -1.02
S 3.7133 -1.6929 -0.8276 -0.040 1.128 4.472 2.35
O 4.1880 -3.0235 -1.1210 -0.509 1.174 -0.398 -0.89
O 2.2910 -1.4647 -0.6700 1.461 -0.107 -0.687 -0.92
F 4.2792 -1.4977 0.7009 -0.520 -0.055 -1.099 -0.51
S 4.7317 -0.9183 -2.8001 2.176 1.417 -6.246 2.40
O 3.5189 -1.2420 -3.5598 1.675 0.179 1.474 -0.91
O 5.9100 -1.7196 -2.9481 -0.230 -1.094 -0.442 -0.96
F 5.3081 0.4245 -3.5450 -0.762 -0.059 0.182 -0.54

=====

Entry 2:
39
Properties=species:S:1:pos:R:3:forces:R:3:nbo_charge:R:1 method="wB97M-V/def2-TZVPD" orbital_gap_ev=9.2765 homo_energy_ev=-8.28 lumo_ev=0.994 max_force_ev_per_a=11.691 charge=-1 e_above_lowest_kj_mol=589.4
Li -0.3294 0.5564 -0.3235 0.377 -0.992 0.416 0.82
Li -0.2151 -2.3051 -0.2842 -0.155 -0.296 -0.523 0.90
Li -0.2962 2.6176 -1.6925 0.198 0.636 -0.070 0.95
N -1.4384 1.0693 -1.8694 -3.181 0.844 -0.315 -1.31
S -1.4268 -0.2001 -2.7548 2.236 -3.751 -6.934 2.46
O -2.2649 -0.1913 -3.9897 1.651 0.085 3.988 -0.84
O -1.1515 -1.4149 -2.0346 -1.097 0.379 0.236 -0.94
F 0.0283 0.0351 -3.4028 -0.480 0.505 0.254 -0.50
S -3.1255 1.2704 -1.7470 -5.004 0.116 5.266 2.38
O -4.0843 0.1628 -1.8691 3.090 1.496 -1.077 -0.81
O -3.6259 2.5711 -2.0851 1.761 -0.666 -0.535 -0.85
F -3.0509 1.2687 -0.1013 0.207 0.527 -2.114 -0.49
N -0.5899 -0.8915 0.9502 3.450 0.735 2.659 -1.25
S -1.8850 -1.0123 1.7321 -11.665 0.772 0.018 2.38
O -2.5869 0.2363 2.0989 2.558 -2.895 0.019 -0.85
O -2.1255 -2.2005 2.5183 1.269 1.231 -0.263 -0.86
F -2.7753 -1.3920 0.3968 0.646 -0.178 0.085 -0.54
S 0.2996 -0.7817 2.4576 7.126 -0.604 2.585 2.33
O 0.6527 -2.0881 3.0159 -1.605 2.108 -1.526 -0.84
O 0.1384 0.3334 3.3623 -1.475 -1.747 -1.460 -0.80
F 1.6572 -0.3429 1.7674 -0.964 -0.251 -0.420 -0.48
N 1.5607 -3.1190 -0.7045 0.863 2.946 -2.263 -1.18
S 2.7590 -3.3948 0.2564 4.786 -1.726 6.557 2.41
O 3.2175 -2.2772 1.1386 -1.991 -2.638 -2.530 -0.88
O 3.8440 -4.2192 -0.2223 -1.493 0.670 -0.520 -0.90
F 1.9768 -4.4296 1.2521 0.115 1.100 -0.986 -0.50
S 2.2441 -1.7370 -1.4623 0.521 2.590 -1.603 2.40
O 3.6950 -1.5505 -1.5494 -3.215 -0.692 0.681 -0.82
O 1.3958 -0.5743 -1.1247 1.035 -2.080 -0.311 -0.98
F 1.8875 -2.0083 -2.9818 -0.417 -0.403 0.740 -0.47
N 0.3848 2.2193 0.1182 -1.709 2.584 3.173 -1.28
S 1.7333 2.6173 0.8305 8.554 0.357 -1.358 2.39
O 1.9668 2.3548 2.2382 -1.537 0.778 -1.847 -0.83
O 2.2720 3.8699 0.2509 -1.092 -2.888 1.084 -0.90
F 2.5538 1.4106 0.1490 -0.042 1.198 0.074 -0.49
S -0.4486 3.1978 1.3231 -6.175 0.340 2.273 2.33
O -0.0276 4.5702 1.5064 0.061 -2.060 -0.673 -0.83
O -1.0574 2.4593 2.4134 2.365 1.151 -1.610 -0.81
F -1.7623 3.3101 0.4226 0.429 0.718 -1.173 -0.51

=====

Entry 3:
14
Properties=species:S:1:pos:R:3:forces:R:3:nbo_charge:R:1 method="wB97M-V/def2-TZVPD" orbital_gap_ev="5.9567 / 5.7227" homo_energy_ev="-14.04 / -14.04" lumo_ev="-8.086 / -8.319" max_force_ev_per_a=3.876 charge=+1 spin_multiplicity=5 e_above_lowest_kj_mol=42.8
Fe -0.6080 1.1457 -1.9570 1.634 -1.562 3.149 1.74
F -0.3439 0.0010 -0.2636 -0.782 1.952 -3.109 -0.80
O 1.2114 0.6961 1.9620 0.404 0.154 -0.072 -0.94
H 0.6252 1.4118 2.2080 -0.164 0.149 0.300 0.47
H 0.8708 0.3844 1.1235 -0.173 -0.242 -0.116 0.47
O 0.0303 -2.5660 -1.4471 0.126 0.099 -0.667 -0.94
H 0.0223 -1.6392 -1.2079 0.020 -0.004 0.545 0.45
H -0.4578 -2.9989 -0.7467 -0.148 -0.199 0.241 0.49
O 1.4521 1.7848 -1.7522 -1.307 -0.349 -0.754 -1.01
H 1.8675 2.4312 -1.1813 -0.024 0.630 0.424 0.54
H 2.0054 1.0073 -1.6769 0.456 -0.585 0.016 0.53
O -2.2312 -0.7519 1.9823 -0.031 -0.038 0.113 -0.92
H -2.9780 -0.4129 1.4888 -0.305 0.009 -0.007 0.46
H -1.4664 -0.4934 1.4680 0.294 -0.012 -0.064 0.47

=====

Entry 4:
17
Properties=species:S:1:pos:R:3:forces:R:3:lowdin_charge:R:1 method="wB97M-V/def2-TZVPD" orbital_gap_ev=2.9251 homo_energy_ev=-20.29 lumo_ev=-17.369 max_force_ev_per_a=8.212 charge=+3 e_above_lowest_kj_mol=0.0
Hf 1.3025 -0.7804 -1.6209 -4.578 2.234 6.441 2.48
F -0.1354 -0.0845 -0.2007 3.513 -1.807 -3.692 -0.34
O -0.1648 0.8002 -2.7159 1.447 -1.405 0.311 -0.06
H -0.9144 1.2238 -2.2489 0.084 -0.098 0.298 0.14
H -0.2353 1.0953 -3.6489 0.163 -0.059 -0.061 0.15
O -0.8379 2.4792 1.4844 0.155 -0.075 -0.417 0.02
H -1.7348 2.8258 1.6040 0.148 0.201 0.149 0.08
H -0.9593 1.5988 1.1170 -0.224 0.096 0.396 -0.03
O 1.0706 -2.5837 -0.1954 0.409 0.607 -1.446 -0.05
H 1.6887 -3.3466 -0.1473 -0.032 -0.053 -0.044 0.16
H 0.4140 -2.7354 0.5214 -0.325 0.191 -0.228 0.17
O 2.5121 -0.4655 0.4002 -0.718 0.515 -1.766 -0.05
H 3.1006 0.2836 0.6498 0.214 -0.099 -0.148 0.17
H 1.8366 -0.4952 1.1105 0.153 -0.018 0.146 0.12
O -2.3152 -0.1810 1.5969 0.353 0.068 -0.147 0.01
H -2.9397 0.5381 1.4274 -0.219 -0.226 0.133 0.08
H -1.6882 -0.1724 0.8665 -0.542 -0.070 0.076 -0.03

=====

Entry 5:
25
Properties=species:S:1:pos:R:3:forces:R:3:nbo_charge:R:1 method="wB97M-V/def2-TZVPD" orbital_gap_ev=10.6274 homo_energy_ev=-7.29 lumo_ev=3.342 max_force_ev_per_a=2.417 charge=-1 e_above_lowest_kj_mol=100.0
F 0.1530 0.2249 -0.1090 -0.114 -0.301 0.341 -0.85
O 0.1360 2.3559 -1.8580 -1.800 1.511 -0.567 -0.97
H 0.9690 2.3529 -2.2780 1.416 -0.419 -0.384 0.47
H 0.0900 1.6789 -1.2040 0.361 -1.021 0.937 0.50
O 1.0150 -2.4351 0.3630 -0.389 0.956 -0.840 -0.98
H 1.5780 -2.2291 1.1010 0.296 -0.077 0.650 0.46
H 0.7170 -1.5231 0.0950 0.040 -0.951 0.326 0.49
O 0.8770 1.5819 2.0340 -1.317 0.050 0.254 -0.96
H 1.8060 1.5639 2.0020 1.942 0.164 0.131 0.45
H 0.6440 1.0769 1.2400 -0.548 0.172 -0.099 0.48
O -2.2110 -0.5401 -0.9240 -0.665 -0.466 -0.056 -0.97
H -2.0910 -0.0811 -1.7480 0.054 0.147 -0.791 0.48
H -1.3700 -0.3681 -0.4840 0.737 -0.028 0.163 0.50
O 0.7140 -1.0081 -2.3850 0.165 -0.828 -1.456 -0.98
H 0.4890 -0.4901 -1.6170 -0.013 0.286 0.690 0.49
H 0.8620 -1.9181 -2.1000 -0.092 0.336 0.193 0.47
O -2.8670 1.1069 1.0160 -0.172 1.314 0.020 -0.98
H -2.6730 0.7179 0.1510 -0.289 -0.266 0.140 0.48
H -3.1120 0.3899 1.5850 -0.017 -0.532 0.328 0.46
O 2.7460 0.4119 -0.5650 -0.777 0.332 1.002 -0.98
H 3.1460 -0.4431 -0.4170 0.118 -0.323 -0.104 0.46
H 1.8610 0.3459 -0.0960 1.074 0.124 -1.076 0.49
O -1.0300 -0.8611 2.4120 -0.856 -1.291 1.478 -0.95
H -0.7550 -0.3941 1.6430 0.257 0.695 -1.143 0.49
H -1.6950 -1.5171 2.1420 0.587 0.418 -0.137 0.46

=====

Entry 6:
25
Properties=species:S:1:pos:R:3:forces:R:3:nbo_charge:R:1 method="wB97M-V/def2-TZVPD" orbital_gap_ev=10.0995 homo_energy_ev=-6.78 lumo_ev=3.319 max_force_ev_per_a=2.724 charge=-1 e_above_lowest_kj_mol=147.8
F -1.3036 -2.4451 17.1891 -0.192 0.511 1.016 -0.83
O -3.4254 -1.7288 15.8311 -1.520 -0.502 -0.417 -0.99
H -2.6969 -2.0796 16.3478 0.321 0.226 0.026 0.48
H -3.2915 -0.8072 15.6330 0.503 0.291 0.060 0.48
O -1.2820 0.0918 16.3605 1.016 0.355 0.844 -0.98
H -1.5280 -0.7692 16.7512 0.344 0.372 -0.196 0.49
H -0.4321 0.2840 16.8272 -1.077 -0.106 -0.536 0.47
O -0.0991 -2.5957 14.9763 1.909 0.187 -1.614 -0.96
H 0.8114 -2.2647 15.0834 -0.653 -0.168 -0.206 0.44
H -0.4767 -2.5103 15.8399 -0.558 0.069 0.931 0.48
O -0.5981 -4.5049 18.6183 1.582 -2.120 0.650 -0.95
H 0.2466 -4.7626 18.1906 -0.832 0.051 0.499 0.46
H -0.7723 -3.6917 18.1938 -0.499 1.488 -0.740 0.47
O -2.8496 -2.4587 19.5330 -0.365 -0.096 1.372 -0.95
H -2.4179 -2.6256 18.7129 0.598 -0.469 -1.374 0.49
H -3.3446 -1.6647 19.3697 -0.521 0.521 -0.140 0.46
O -1.0080 -0.3993 20.2476 0.636 1.296 -0.333 -0.97
H -1.2231 -0.4501 21.1759 -0.329 -0.592 -0.005 0.46
H -1.3757 -1.1319 19.7490 -0.260 -0.485 0.662 0.49
O 0.9951 -1.6615 18.4369 -0.156 0.139 0.552 -0.96
H 0.1604 -1.8854 17.9922 0.176 -0.031 -0.129 0.49
H 1.6670 -1.5949 17.7704 0.287 -0.049 -0.572 0.45
O -1.9801 -4.5738 15.9037 -0.339 -0.582 -0.070 -0.99
H -2.7030 -4.4013 15.2811 0.477 0.457 0.529 0.46
H -1.7788 -3.7826 16.4545 -0.548 -0.761 -0.808 0.49

=====

Entry 7:
6
Properties=species:S:1:pos:R:3:forces:R:3:nbo_charge:R:1 method="wB97M-V/def2-TZVPD" smiles=OP(O)F orbital_gap_ev=11.3956 homo_energy_ev=-10.49 lumo_ev=0.904 max_force_ev_per_a=2.663 e_above_lowest_kj_mol=19.7
O 0.3048 1.4735 0.2382 1.244 -0.894 -1.026 -0.97
P -0.2527 0.0526 0.6956 -1.077 -1.347 -1.095 1.57
O -0.9148 -0.5563 -0.7834 0.337 -0.108 2.639 -0.98
F 1.1620 -0.7405 0.5774 -0.261 0.134 0.167 -0.60
H 1.0802 1.1317 -0.2939 -0.557 1.405 0.192 0.50
H -1.3795 -1.3610 -0.4338 0.315 0.809 -0.876 0.48

=====

Entry 8:
8
Properties=species:S:1:pos:R:3:forces:R:3:nbo_charge:R:1 method="wB97M-V/def2-TZVPD" orbital_gap_ev=10.5321 homo_energy_ev=-10.97 lumo_ev=-0.439 max_force_ev_per_a=7.861 e_above_lowest_kj_mol=357.7
O 0.7635 -1.8554 -1.7836 -0.747 7.022 3.453 -0.75
O 1.6583 0.4722 -0.3980 -0.010 0.076 -0.111 -0.85
O -0.5536 -0.4931 0.0812 0.316 -0.173 -0.660 -0.91
F -0.2013 0.7375 -1.9530 0.776 -0.940 0.850 -0.46
P -0.9977 0.7658 1.1484 -0.212 0.291 0.543 0.65
S 0.5720 -0.2493 -0.9433 -0.033 -6.495 -4.398 2.39
H -1.4970 -0.1851 2.0580 -0.120 0.075 0.130 -0.03
H 0.2558 0.8074 1.7903 0.031 0.143 0.192 -0.03